ORCA calculation (wB97M-V/def2-TZVPD) on 5 unconnected molecules or ions with the total composition C28H56Br2ClN3O19S4.

Structure (ORCA input):
```
! wB97M-V def2-TZVPD RIJCOSX def2/J DEFGRID3
* xyz 0 1
C -2.6227 -3.7673 1.0460
C -2.5893 -2.1227 0.7477
C -1.0528 -1.5725 0.5255
C -0.6425 -1.4244 -1.0912
C 0.9859 -1.2712 -1.1090
C 1.5976 -0.2457 -2.2243
N 2.1877 1.0289 -1.6402
C 2.3784 2.1096 -2.6809
C 2.9692 1.5821 -4.1241
C 3.4313 0.7714 -0.8197
C 4.0962 2.0355 0.0510
O 4.0571 -0.4067 -0.6720
C -1.4831 -0.1320 -1.6408
C -1.2264 1.2711 -0.8370
C -2.5468 1.4656 0.1713
Cl -1.4236 2.6404 -2.1260
O -1.1490 -2.6804 -1.7104
C -0.9672 -2.6851 -3.1665
C -2.3680 -2.3841 -4.0197
C -2.1813 -1.1438 -5.1187
N -2.0969 -1.6136 -6.5534
C -0.3217 -4.1844 -3.5382
Br -0.0735 -4.1549 -5.5398
C -1.4693 -5.2922 -3.1678
N -0.9678 -6.7000 -2.9439
C -1.9102 -7.3528 -1.9110
O 0.9220 -4.2757 -2.7674
C 1.8889 -5.2223 -3.3343
Br 3.4160 -4.3119 -4.3354
H -3.0343 -4.3413 0.0899
H -1.5635 -4.2158 1.2616
H -3.3011 -4.0427 1.9709
H -3.2805 -1.9842 -0.2125
H -3.1477 -1.6324 1.6517
H -0.3401 -2.4439 0.9235
H -0.7751 -0.6259 1.1546
H 1.2920 -0.8387 -0.0390
H 1.5757 -2.2996 -1.1946
H 0.8788 0.0392 -3.1024
H 2.5147 -0.8151 -2.7347
H 1.3038 2.5564 -2.9112
H 3.0381 3.0191 -2.3354
H 3.7913 0.7540 -4.0386
H 2.0237 1.1780 -4.7306
H 3.3204 2.5504 -4.7120
H 4.5063 1.5655 1.0687
H 3.3454 2.9161 0.2234
H 5.0706 2.3485 -0.5540
H -1.2784 0.1014 -2.7922
H -2.6379 -0.4263 -1.5972
H -0.2046 1.3446 -0.2721
H -2.4741 0.7930 1.1259
H -3.5608 1.2547 -0.4221
H -2.6043 2.6097 0.4733
H -0.1844 -1.9101 -3.5752
H -2.7403 -3.3010 -4.6425
H -3.1469 -1.9930 -3.2201
H -3.0728 -0.3847 -4.9639
H -1.1864 -0.5154 -4.9178
H -1.0997 -1.5707 -6.9039
H -2.3728 -2.6121 -6.6771
H -2.1580 -5.0201 -2.2617
H -2.1925 -5.3478 -4.1164
H -1.1936 -7.2184 -3.8314
H -1.7021 -8.5086 -1.8291
H -3.0363 -7.1591 -2.2275
H -1.6600 -6.8233 -0.8777
H 1.4180 -6.1127 -3.9436
H 2.4303 -5.7368 -2.4023
O -5.1519 6.5081 2.3750
S -4.5975 5.6049 1.3911
O -3.9288 4.3734 1.7416
O -3.6224 6.4628 0.4057
C -4.0829 6.3447 -0.9394
C -5.5883 6.1148 -0.8365
O -5.7597 5.2678 0.2975
H -3.5831 5.4845 -1.3963
H -3.8410 7.2480 -1.5059
H -6.0003 5.6464 -1.7335
H -6.1177 7.0531 -0.6402
O 6.3084 -4.9279 3.1822
S 5.7786 -3.6070 3.4385
O 5.3887 -3.1570 4.7545
O 4.5380 -3.3489 2.4128
C 4.8102 -2.1962 1.6176
C 6.3314 -2.1184 1.5195
O 6.8089 -2.5135 2.8035
H 4.4034 -1.3215 2.1353
H 4.3374 -2.2896 0.6363
H 6.6819 -1.1141 1.2700
H 6.7157 -2.8313 0.7823
O 3.8061 1.5600 5.5426
S 3.2948 1.7806 4.2081
O 3.3974 0.7988 3.1535
O 3.8943 3.1946 3.6611
C 2.8185 4.0743 3.3386
C 1.6695 3.6674 4.2572
O 1.7360 2.2451 4.3306
H 2.5560 3.9199 2.2870
H 3.1187 5.1148 3.4888
H 0.6974 3.9888 3.8758
H 1.8132 4.0648 5.2676
O -0.0616 2.3956 7.2305
S -0.4932 3.7488 6.9589
O 0.4271 4.8472 6.7777
O -1.5879 4.1702 8.0912
C -2.8176 4.5188 7.4574
C -2.8533 3.7096 6.1637
O -1.5105 3.7124 5.6845
H -2.8009 5.5936 7.2496
H -3.6625 4.2886 8.1118
H -3.5287 4.1410 5.4211
H -3.1409 2.6706 6.3566
*
```

orbital gap: 0.3418 Ha
LUMO: 0.08 eV
SMILES: CCC[C@](CCN(CC)C(C)=O)(C[C@H](C)Cl)O[C@H](CCN)[C@](Br)(CNC)OCBr.O=S1(=O)OCCO1.O=S1(=O)OCCO1.O=S1(=O)OCCO1.O=S1(=O)OCCO1
E_HOMO: -9.218 eV

Here are the Mulliken charges for atoms 1 to 99, given in e: -0.766 -0.348 -1.238 0.295 0.014 -0.594 0.333 -0.390 -0.777 0.544 -0.872 -0.662 -0.546 0.469 -0.830 -0.274 0.109 0.340 -0.447 -0.109 -0.682 -0.205 -0.067 -0.149 -0.324 -0.671 -0.202 -0.435 -0.207 0.071 0.249 0.295 0.155 0.420 0.488 0.229 0.118 -0.002 -0.039 0.330 0.105 0.451 0.231 0.180 0.327 0.215 0.163 0.322 -0.230 0.444 0.298 0.130 0.212 0.315 -0.119 0.426 0.128 0.193 -0.042 0.309 0.292 -0.107 0.312 0.308 0.292 0.263 0.213 0.353 0.382 -0.585 1.058 -0.433 -0.290 -0.183 -0.361 -0.304 0.169 0.300 0.328 0.291 -0.539 1.033 -0.529 -0.305 0.406 -0.359 -0.335 -0.040 0.123 0.268 0.374 -0.602 0.827 -0.316 -0.333 -0.120 -0.404 -0.221 0.093


ORCA calculation (wB97M-V/def2-TZVPD) on a molecular structure, C61H83N12NaO2S.

Structure (ORCA input):
```
! wB97M-V def2-TZVPD RIJCOSX def2/J DEFGRID3
* xyz -2 1
Na 0.5813 0.2071 -0.4296
C 5.0713 2.9729 -2.5034
C 3.6678 2.5510 -2.9599
C 3.0222 3.7163 -3.7144
C 3.7282 1.2658 -3.7752
C 3.9907 1.3352 -5.1343
C 4.1151 0.1862 -5.8984
C 3.9878 -1.0355 -5.2697
C 3.7266 -1.1629 -3.9013
C 3.7289 -2.6282 -3.4417
C 3.6968 -2.9127 -1.9526
C 2.5849 -3.4177 -4.0948
C 3.5769 0.0144 -3.1306
N 3.2835 0.0590 -1.7408
C 4.3370 0.0889 -0.9484
O 5.5546 -0.0568 -1.2430
C 4.0629 0.3036 0.5410
C 4.9515 -0.2534 1.4590
C 4.8021 0.0507 2.8046
C 3.8241 0.9604 3.1723
C 2.9850 1.4793 2.1861
N 3.0588 1.1034 0.9094
C 2.0907 2.6465 2.5840
O 2.6186 3.4428 3.4101
N 0.9201 2.7583 1.9911
C 0.1400 3.8584 2.4006
C 0.3282 5.1726 1.9088
C -0.6286 6.1408 2.2285
C -1.7265 5.8764 3.0242
C -1.8503 4.6194 3.5916
C -0.9233 3.6233 3.3230
C -1.0114 2.3008 4.0624
C -2.4231 1.9802 4.5594
C -0.0422 2.2907 5.2531
C 1.5790 5.6844 1.1772
C 2.4692 4.6721 0.4496
C 1.2321 6.8231 0.1991
H 5.0124 3.8531 -1.8547
H 5.6801 3.2294 -3.3781
H 5.5725 2.1691 -1.9681
H 3.0710 2.3407 -2.0701
H 3.6710 4.0794 -4.5156
H 2.8558 4.5492 -3.0255
H 2.0583 3.4363 -4.1478
H 4.1209 2.3017 -5.6067
H 4.3195 0.2448 -6.9619
H 4.1256 -1.9430 -5.8504
H 4.6703 -3.0348 -3.8315
H 4.4992 -2.4058 -1.4203
H 3.8034 -3.9934 -1.7995
H 2.7421 -2.5945 -1.5408
H 2.6197 -3.3749 -5.1853
H 1.6195 -3.0256 -3.7717
H 2.6383 -4.4693 -3.7940
H 5.7520 -0.8711 1.0816
H 5.4674 -0.3797 3.5464
H 3.7174 1.3264 4.1831
H -0.5031 7.1510 1.8602
H -2.4620 6.6486 3.2203
H -2.6803 4.4180 4.2589
H -0.6975 1.5236 3.3606
H -2.7333 2.6726 5.3482
H -2.4534 0.9802 4.9921
H -3.1611 2.0221 3.7531
H -0.3597 3.0399 5.9868
H 0.9751 2.5273 4.9496
H -0.0539 1.3101 5.7436
H 2.1968 6.1315 1.9651
H 3.0024 4.0363 1.1450
H 3.2187 5.2198 -0.1294
H 1.9072 4.0358 -0.2349
H 0.3608 6.5561 -0.4035
H 2.0737 7.0039 -0.4713
H 1.0108 7.7660 0.7022
C 0.3775 -3.9754 4.5277
N -0.2006 -2.7775 3.9950
C -0.5578 -1.7456 4.9333
C -0.0459 -2.4218 2.6432
N -1.0574 -2.1137 1.8921
C -2.2954 -2.5543 2.3547
C -2.4599 -3.8560 2.7929
C -3.5517 -4.2300 3.5964
C -4.4814 -3.2978 3.9682
C -4.4602 -2.0159 3.3613
C -5.5142 -1.0930 3.5994
C -5.5947 0.0612 2.8742
C -4.7011 0.2765 1.8055
C -3.6836 -0.6157 1.5301
N -2.9912 -0.5414 0.3153
C -3.6285 -0.7725 -0.7876
N -4.8345 -1.4800 -0.9532
C -5.9640 -0.7512 -1.4871
C -5.2046 -2.5560 -0.0573
N -3.1382 -0.3152 -1.9752
C -3.4016 -0.9422 -3.2516
C -2.1580 0.7381 -2.0158
C -3.4345 -1.6913 2.4344
N 1.2271 -2.4270 2.2088
C 1.5853 -2.2903 0.8052
C 2.3199 -2.2344 3.1506
H -0.3615 -4.4893 5.1564
H 1.2682 -3.7930 5.1474
H 0.6545 -4.6483 3.7163
H -1.4270 -2.0376 5.5365
H -0.8157 -0.8381 4.3924
H 0.2729 -1.5153 5.6158
H -1.6857 -4.5790 2.5672
H -3.6133 -5.2477 3.9654
H -5.2706 -3.5318 4.6738
H -6.2568 -1.3374 4.3510
H -6.3834 0.7796 3.0676
H -4.8366 1.1175 1.1366
H -5.6240 0.0339 -2.1594
H -6.5571 -0.2923 -0.6831
H -6.6155 -1.4285 -2.0489
H -4.3142 -3.0459 0.3351
H -5.7774 -3.2946 -0.6288
H -5.8201 -2.2218 0.7835
H -3.9974 -1.8401 -3.1145
H -2.4555 -1.2147 -3.7256
H -3.9395 -0.2577 -3.9222
H -2.5528 1.5961 -2.5667
H -1.2467 0.3968 -2.5046
H -1.9178 1.0322 -0.9987
H 2.0786 -1.3319 0.5973
H 2.3039 -3.0699 0.5575
H 0.7221 -2.3997 0.1519
H 2.5811 -3.1532 3.6833
H 2.0978 -1.4488 3.8746
H 3.1913 -1.9134 2.5863
N -0.5057 5.4615 -3.2575
C -0.6414 4.3682 -2.4410
N -1.6826 4.4391 -1.5731
S 0.3725 3.0699 -2.5553
H -0.7664 6.3605 -2.8836
H 0.3511 5.4543 -3.7854
H -2.0808 5.3382 -1.3545
H -1.6472 3.7865 -0.8105
C -2.6668 -5.6262 -1.9174
N -1.5963 -4.9073 -1.2703
C -0.2917 -5.4268 -1.6232
C -1.6772 -3.4352 -1.2996
C -0.9922 -2.6913 -2.4434
C -1.2484 -3.0844 -3.7622
C -0.6436 -2.4366 -4.8333
C 0.2371 -1.3946 -4.5683
C 0.4917 -1.0339 -3.2472
C -0.1071 -1.6415 -2.1171
H -2.6578 -6.6707 -1.5857
H -2.6130 -5.6381 -3.0199
H -3.6282 -5.1916 -1.6316
H -0.2276 -6.4800 -1.3295
H 0.4806 -4.8695 -1.0883
H -0.0615 -5.3527 -2.6969
H -1.2489 -3.0608 -0.3711
H -2.7452 -3.1748 -1.2702
H -1.9429 -3.8939 -3.9680
H -0.8502 -2.7475 -5.8521
H 0.7465 -0.8846 -5.3814
H 1.2227 -0.2368 -3.0988
*
```

orbital gap: 0.2026 Ha
LUMO: 3.42 eV
E_HOMO: -2.091 eV

Here are the Mulliken charges for atoms 1 to 99, given in e: 0.776 -1.776 2.248 -2.041 0.956 -0.542 -1.464 -0.735 0.758 0.445 -1.851 -2.390 -0.537 1.457 -1.042 -0.876 0.260 -0.568 -1.409 -0.382 0.379 0.711 -0.662 -0.798 1.064 -0.528 0.623 -0.744 -1.438 -0.642 0.038 3.065 -2.197 -1.489 1.570 -1.392 -1.883 0.338 0.385 0.376 -0.660 0.494 0.214 0.571 0.299 0.324 0.362 0.741 0.333 0.673 -0.035 0.437 0.868 0.564 0.560 0.284 0.564 0.192 0.345 0.280 -0.555 0.499 0.412 0.474 0.379 0.328 0.217 0.225 0.086 0.657 -0.028 0.321 0.487 0.400 -1.598 1.375 -1.070 -0.502 -0.020 0.417 -0.425 -1.139 -1.130 1.081 -0.995 -1.055 -0.245 -0.194 0.087 -0.272 0.723 -1.197 -1.026 0.793 -0.937 -0.510 0.185 0.679 -0.367


ORCA calculation (wB97M-V/def2-TZVPD) on a molecular structure, C4H6ClN2O2P.

Structure (ORCA input):
```
! wB97M-V def2-TZVPD RIJCOSX def2/J DEFGRID3
* xyz 0 1
C -0.0853 -0.8837 -0.1518
C -0.6372 0.5555 -0.0869
C 1.6599 -2.3136 -0.7585
C -0.4550 2.5931 1.1535
N -0.9683 -1.7817 -0.0733
N -2.0415 0.4196 0.1378
O 1.1801 -1.0185 -0.3555
O 0.0589 1.2505 0.8094
P -2.4875 -1.1318 0.1944
Cl -0.4210 1.2493 -1.8581
H 2.8943 -2.1632 -0.8274
H 1.3138 -2.5964 -1.7647
H 1.4406 -3.0828 -0.0603
H -0.0157 3.2225 0.3497
H 0.1831 2.9414 2.1056
H -1.6192 2.7397 1.1863
*
```

orbital gap: 0.3312 Ha
LUMO: -0.91 eV
E_HOMO: -9.922 eV
energy relative to the best compared isomer or geometry (same formula, charge and spin): 0.000 eV

natural (NBO) charges in e: 0.606 0.400 -0.260 -0.298 -0.910 -0.931 -0.447 -0.507 1.254 -0.157 0.201 0.204 0.203 0.198 0.212 0.233